Run A
The molecule CH4N4, computed with wB97M-V/def2-TZVPD.

Structure (XYZ):
```
9
Properties=species:S:1:pos:R:3:mulliken_charge:R:1
N 0.531 -1.096 0.015 0.077
C -0.410 1.091 -0.132 -0.223
N 1.051 1.017 0.195 -0.242
H -1.092 -0.950 0.914 0.260
H -0.917 1.636 0.642 0.289
N 1.417 -0.178 0.065 -0.208
H -0.440 1.177 -1.208 0.277
H 0.680 -2.008 -0.438 0.264
N -0.821 -0.689 -0.054 -0.494
```

Calculated values
Orbital gap ... 10.0 eV
Lowest unoccupied orbital energy ... 1.09 eV
Charge ... 0
SMILES ... C1N=NNN1
E_HOMO ... -8.9158 eV

Run B
The molecule CH4N4, computed with wB97M-V/def2-TZVPD.

Structure (XYZ):
```
9
Properties=species:S:1:pos:R:3:mulliken_charge:R:1
H -0.004 -2.180 -1.053 0.272
N 0.064 -1.085 -0.803 0.287
N -0.025 0.391 0.848 -0.478
N -0.373 -0.850 0.509 -0.046
N 0.524 -0.347 -1.599 -0.657
C -0.302 1.366 0.081 -0.164
H 0.193 2.277 0.308 0.244
H -0.562 -1.532 1.212 0.230
H -0.943 1.525 -0.771 0.311
```

Calculated values
Orbital gap ... 9.0 eV
Lowest unoccupied orbital energy ... 0.86 eV
Charge ... 0
E_HOMO ... -8.1655 eV

On energetic grounds, run A is preferred over the next structure by 28.1 kcal/mol.

Run A
The molecule C4H5NO, computed with wB97M-V/def2-TZVPD.

Structure (XYZ):
```
11
Properties=species:S:1:pos:R:3:mulliken_charge:R:1
H -2.434 1.094 0.466 0.382
H -2.882 -1.214 -0.509 0.311
C 0.748 0.665 -0.189 0.317
C 2.083 0.255 0.259 -0.836
C -1.831 -0.869 -0.456 0.123
C -1.650 0.434 0.123 -0.453
H 2.110 0.077 1.339 0.271
H 2.826 1.004 -0.021 0.304
H 2.329 -0.676 -0.262 0.259
O -0.907 -1.562 -0.876 -0.572
N -0.385 0.808 0.125 -0.106
```

Calculated values
Orbital gap (alpha / beta) ... 8.4 / 8.4 eV
Lowest unoccupied orbital energy (alpha / beta) ... 0.39 / 0.39 eV
Charge ... 0
E_HOMO (alpha / beta) ... -8.0047 / -8.0043 eV

Run B
The molecule C4H5NO, computed with wB97M-V/def2-TZVPD.

Structure (XYZ):
```
11
Properties=species:S:1:pos:R:3:mulliken_charge:R:1
H 0.636 0.467 -2.901 0.324
H -1.677 -0.341 1.815 0.271
N -0.746 0.016 1.623 -0.239
H -0.988 1.359 -1.149 0.353
C -0.271 0.581 -0.921 -0.756
C 0.305 -1.004 1.081 -0.370
C 0.679 0.052 -1.875 0.001
O 1.495 -0.821 -1.602 -0.546
C -0.189 -0.075 0.260 0.508
H -0.528 0.867 2.141 0.261
H 1.285 -1.102 1.526 0.194
```

Calculated values
Orbital gap ... 8.2 eV
Lowest unoccupied orbital energy ... 0.41 eV
Charge ... 0
SMILES ... [O-]/C=C\C1=C[NH2+]1
E_HOMO ... -7.8117 eV

On energetic grounds, run A is preferred over the next structure by 36.8 kcal/mol.

Run A
A 2-piece molecular cluster, C6H15NS overall, computed with wB97M-V/def2-TZVPD.

Structure (XYZ):
```
23
Properties=species:S:1:pos:R:3:mulliken_charge:R:1
H 1.434 -1.144 -1.211 0.307
H 0.676 2.699 4.609 0.312
C 1.905 0.556 0.101 -0.641
N 1.657 0.620 1.544 -0.178
H 1.392 -0.908 3.006 0.381
C 1.567 3.569 1.974 -0.698
H 0.846 1.244 3.578 0.217
C 1.011 -0.611 -0.338 -0.534
H 1.649 1.515 -0.389 0.381
H 2.348 1.214 2.021 0.072
H 1.905 1.458 5.007 0.294
H 0.841 4.256 2.440 0.311
H 0.009 -0.238 -0.624 0.232
H 2.190 4.142 1.267 0.294
S 2.654 2.826 3.201 -0.216
C 1.763 -0.779 1.971 -0.639
H -0.134 -1.586 1.265 0.231
C 0.916 -1.510 0.922 -0.535
H 1.012 2.801 1.409 0.218
H 2.964 0.331 -0.133 0.292
H 2.806 -1.149 1.939 0.292
H 1.286 -2.538 0.741 0.307
C 1.399 1.985 4.180 -0.698
```

Calculated values
Orbital gap ... 9.2 eV
Lowest unoccupied orbital energy ... 0.94 eV
Charge ... 0
SMILES ... C1CCNC1.CSC
E_HOMO ... -8.3031 eV

Run B
The molecule C6H15NS, computed with wB97M-V/def2-TZVPD.

Structure (XYZ):
```
23
Properties=species:S:1:pos:R:3:mulliken_charge:R:1
H -0.709 -1.857 0.393 0.266
C -1.230 0.582 -1.554 -1.069
H -1.463 -0.014 -0.689 0.203
H -1.598 -0.558 1.376 0.329
H 0.477 1.945 -3.173 0.396
N 0.968 0.417 -0.264 -0.342
H 0.957 0.307 -2.908 0.347
C -0.923 -1.415 1.358 -0.396
H -1.251 0.005 -2.474 0.317
C 0.881 0.381 1.253 -0.937
H -1.962 1.382 -1.599 0.321
C 0.116 1.241 -1.213 0.233
H 0.373 1.225 1.700 0.374
H 0.993 -0.513 -0.660 0.246
H 0.297 -0.721 2.995 0.485
H 1.971 0.496 1.365 0.352
S -1.619 -2.829 2.376 -0.254
H 0.006 2.223 -0.741 0.435
H -0.833 -2.642 3.498 0.126
C 0.400 -0.957 1.924 -0.734
C 1.011 1.307 -2.475 -1.380
H 1.994 1.746 -2.309 0.341
H 1.146 -1.751 1.820 0.341
```

Calculated values
Orbital gap ... 9.3 eV
Lowest unoccupied orbital energy ... 1.01 eV
Charge ... 0
SMILES ... CC(C)NCCCS
E_HOMO ... -8.3442 eV

On energetic grounds, run A is preferred over the next structure by 14.2 kcal/mol.

Run A
A 2-piece molecular cluster, C4H6O4 overall, computed with wB97M-V/def2-TZVPD.

Structure (XYZ):
```
14
Properties=species:S:1:pos:R:3:mulliken_charge:R:1
C -1.005 0.575 -0.599 -0.025
H -0.860 -1.488 1.061 0.334
H -1.329 1.003 -1.571 0.381
C -0.344 -0.790 -0.689 0.206
O -0.048 -1.340 0.564 -0.508
O -0.028 0.731 3.004 -0.652
O -1.171 1.176 0.437 -0.553
H -0.196 1.576 3.429 0.306
C 1.833 0.225 -1.354 0.716
H -0.427 0.809 2.116 0.433
H 1.094 -1.419 -2.329 0.313
C 0.894 -0.688 -1.544 -0.908
H -1.058 -1.420 -1.251 0.302
O 2.644 1.050 -1.275 -0.345
```

Calculated values
Orbital gap ... 10.1 eV
Lowest unoccupied orbital energy ... 0.28 eV
Charge ... 0
SMILES ... O=C=C[C@@H](O)C=O.O
E_HOMO ... -9.7922 eV

Run B
C4H6O4 as an isolated structure, computed with wB97M-V/def2-TZVPD.

Structure (XYZ):
```
14
Properties=species:S:1:pos:R:3:mulliken_charge:R:1
O -2.723 -0.727 -0.419 -0.518
H 1.966 -0.303 -1.571 0.366
H 2.021 -1.425 0.585 0.378
C -1.434 -0.372 -0.382 0.169
C -0.695 0.683 -0.016 -0.010
O -0.931 1.954 0.434 -0.591
H 0.690 -0.992 1.669 0.339
C 1.360 -0.618 0.901 -1.307
O 1.318 0.365 -1.310 -0.505
C 0.557 -0.112 -0.279 1.161
H -0.395 2.569 -0.081 0.341
O -0.434 -1.244 -0.705 -0.466
H -3.258 0.020 -0.123 0.333
H 1.957 0.201 1.298 0.311
```

Calculated values
Orbital gap ... 8.4 eV
Lowest unoccupied orbital energy ... 0.57 eV
Charge ... 0
E_HOMO ... -7.8796 eV

Run C
The molecule C4H6O4, computed with wB97M-V/def2-TZVPD.

Structure (XYZ):
```
14
Properties=species:S:1:pos:R:3:mulliken_charge:R:1
O -0.429 -3.022 -0.990 -0.547
H -1.397 -0.234 -0.795 0.274
H 0.873 3.777 -0.236 0.362
H 1.398 0.082 0.363 0.316
H -0.797 -3.041 1.305 0.352
C -0.542 -2.041 -0.242 0.415
C 0.325 0.325 0.106 -0.380
H 0.044 -0.581 -1.792 0.352
C 0.654 2.743 0.240 0.082
O -0.887 -2.081 1.080 -0.431
O 0.266 1.586 -0.524 -0.266
H -0.331 0.335 0.974 0.289
C -0.407 -0.634 -0.817 -0.377
O 1.229 2.785 1.327 -0.441
```

Calculated values
Orbital gap ... 11.2 eV
Lowest unoccupied orbital energy ... 0.58 eV
Charge ... 0
SMILES ... O=COCCC(=O)O
E_HOMO ... -10.6494 eV

Run D
A 3-piece molecular cluster, C4H6O4 overall, computed with wB97M-V/def2-TZVPD.

Structure (XYZ):
```
14
Properties=species:S:1:pos:R:3:mulliken_charge:R:1
H -2.227 0.484 -0.345 0.399
O 1.984 0.234 -1.180 -0.766
H 1.754 -0.162 -2.033 0.257
H 1.755 -2.097 0.280 0.314
H 0.720 1.600 0.215 0.356
O -0.582 1.010 -1.352 -0.477
C 0.303 0.767 -0.338 0.262
C -1.261 0.169 1.249 0.276
C 0.851 -1.631 0.650 -0.806
H -0.415 1.890 -1.711 0.338
C 0.458 -0.506 0.134 0.488
H 0.261 -2.130 1.408 0.303
O -1.179 0.035 2.427 -0.484
O -2.423 0.339 0.596 -0.459
```

Calculated values
Orbital gap ... 8.0 eV
Lowest unoccupied orbital energy ... 0.00 eV
Charge ... 0
E_HOMO ... -8.0027 eV

On energetic grounds, run C is preferred over the next structure by 17.4 kcal/mol.